# C15H52F2HgNO15S2

A molecular structure, C15H52F2HgNO15S2 (the ωB97M-V functional and the def2-TZVPD basis, the Open Molecules 2025 dataset).

Computed properties:
E ... -79868.7569 eV
Multiplicity ... 1
Total charge ... +1
HOMO ... -10.88 eV
Energy above the lowest of the compared OMol25 structures with the same formula, charge and spin ... 0.00 kcal per mole

Last column: Löwdin charge in e.
CARTESIAN COORDINATES (ANGSTROEM)
Hg 0.9675 3.7956 1.2858  1.39
N -0.0006 1.9737 0.6654  -0.41
S -1.4951 1.3391 0.6882  0.44
O -1.5521 0.1194 1.3945  -0.19
O -2.3615 1.5425 -0.3949  -0.19
F -2.0990 2.3549 1.7670  -0.18
S 0.4684 1.2197 -0.8070  0.51
O 0.1768 2.0227 -1.9152  -0.21
O 0.4267 -0.1775 -0.8875  -0.19
F 2.0212 1.4581 -0.5932  -0.17
C 6.1661 0.6636 -1.9525  -0.12
O 5.0167 1.2172 -1.3516  -0.16
H 5.9781 0.1375 -2.8885  0.09
H 6.8735 1.4641 -2.2316  0.09
H 6.7383 0.1059 -1.2153  0.08
H 4.5894 1.8643 -1.9512  0.04
O 1.6354 0.4463 2.5364  -0.05
H 2.4942 0.6169 2.0909  0.02
H 0.9837 0.9020 1.9782  -0.02
O 3.1452 3.0975 1.3861  -0.09
H 3.8263 2.8427 0.7354  0.09
H 3.6021 3.1554 2.2400  0.10
O 0.1035 -2.9101 -0.3973  -0.04
H 0.1432 -1.9468 -0.4954  -0.01
H 0.2494 -3.2609 -1.2837  0.06
C 1.8639 2.8460 -4.6184  -0.07
C 3.0052 2.1071 -3.9405  -0.27
O 3.7950 2.9860 -3.1039  -0.09
H 2.1822 3.5048 -5.4269  0.08
H 1.3111 3.4510 -3.8898  0.07
H 1.1364 2.1287 -4.9910  0.08
H 3.6280 1.5563 -4.6370  0.12
H 2.5101 1.3881 -3.2699  0.09
H 3.1965 3.6544 -2.7556  0.08
C -3.4611 -1.9935 -0.7745  -0.08
C -3.5532 -2.9079 -1.9702  -0.31
O -4.9179 -2.9855 -2.3755  -0.06
H -4.1449 -2.3847 -0.0201  0.06
H -3.7443 -0.9596 -0.9835  0.07
H -2.4308 -1.9775 -0.4179  0.05
H -3.1196 -3.8948 -1.7554  0.12
H -2.8807 -2.5451 -2.7584  0.08
H -4.9577 -3.1993 -3.3112  0.08
C 0.1438 3.5363 5.6284  -0.07
C -0.1971 2.8391 4.3263  -0.24
O 0.9174 2.8652 3.3680  -0.23
H -0.7192 3.4430 6.2866  0.09
H 0.2991 4.6113 5.4768  0.08
H 1.0758 3.1991 6.0796  0.08
H -1.0431 3.3376 3.8580  0.10
H -0.4734 1.8019 4.5222  0.14
H 1.4507 2.0226 3.4305  0.08
C -5.7203 0.4888 1.0648  -0.08
C -5.8288 -0.6499 2.0875  -0.32
O -7.0645 -1.3457 1.9634  -0.07
H -5.9511 0.1443 0.0561  0.07
H -4.7431 0.9643 1.1204  0.05
H -6.5352 1.1777 1.3110  0.08
H -5.7162 -0.2880 3.1073  0.11
H -4.9580 -1.2958 1.8944  0.07
H -7.0229 -1.8805 1.1636  0.08
C -3.4827 -3.7799 2.9108  -0.09
C -1.9959 -3.6787 2.6484  -0.31
O -1.7071 -4.2586 1.3705  -0.09
H -4.0657 -3.2869 2.1269  0.04
H -3.7944 -3.4221 3.8951  0.08
H -3.8358 -4.8154 2.8726  0.08
H -1.4979 -4.3029 3.4060  0.11
H -1.6138 -2.6579 2.7287  0.10
H -1.0746 -3.6834 0.9152  0.02
C -1.2456 -0.7769 -3.7026  -0.10
C -1.0846 -1.3045 -5.0939  -0.31
O 0.2028 -1.8962 -5.2544  -0.07
H -2.2593 -0.4985 -3.4159  0.08
H -0.6987 0.1758 -3.6215  0.06
H -0.7820 -1.3214 -2.8792  0.06
H -1.2148 -0.4504 -5.7659  0.12
H -1.8563 -2.0353 -5.3482  0.11
H 0.5578 -1.5863 -6.0916  0.08
C 5.2963 -1.5886 1.5938  -0.07
C 5.1201 -0.1250 1.9295  -0.28
O 4.1024 0.4956 1.1270  -0.15
H 4.3524 -2.1245 1.5176  0.09
H 5.8790 -2.0899 2.3729  0.08
H 5.8903 -1.7147 0.6864  0.07
H 6.0567 0.4071 1.7267  0.12
H 4.8818 -0.0165 2.9881  0.11
H 4.4402 0.5457 0.2086  0.05